ORCA calculation (ωB97M-V with the def2-TZVPD basis set) on a structure of composition C33H45N5SV in a non-equilibrium geometry.

Multiplicity   3
Charge   -1
Relative energy (zero: lowest compared OMol25 entry of this formula, charge and spin)   0.0 kcal/mol
Calculated total energy   -2900.27471 a.u.
Gap between HOMO and LUMO (spin up / spin down)   0.15842 / 0.11545 Ha

Atoms and positions in Å:
1 V 0.21 -0.15 0.13
2 S -0.55 -1.32 3.98
3 N 1.05 -0.33 5.95
4 N -1.21 0.31 6.00
5 N -0.40 -2.50 -1.46
6 N -1.47 -1.42 0.94
7 N -0.46 -0.87 -2.92
8 C -1.17 -2.76 0.83
9 C -0.23 -2.05 -3.62
10 C 1.39 0.85 1.43
11 C -2.00 1.16 5.11
12 C -2.85 -3.25 2.49
13 C -1.18 4.38 -5.12
14 C -0.39 -3.20 -0.27
15 C 1.46 0.12 -4.91
16 C 1.14 -0.37 7.40
17 C -1.00 3.00 -4.58
18 C -0.18 -0.39 5.36
19 C -0.57 -1.13 -1.56
20 C 1.26 1.56 0.17
21 C 0.10 2.22 -4.95
22 C 1.91 -0.48 1.15
23 C 2.41 1.26 -2.11
24 C -1.94 2.45 -3.70
25 C -1.77 -3.67 1.74
26 C -1.81 1.16 -3.19
27 C 2.19 -0.54 -0.26
28 C -2.91 0.55 -2.37
29 C -3.31 -1.94 2.35
30 C -0.20 -3.06 -2.73
31 C 1.30 1.57 2.72
32 C 2.14 -1.63 2.05
33 C 2.33 -0.54 5.27
34 C -2.00 -0.38 7.02
35 C 2.93 -1.69 -0.87
36 C 1.85 0.73 -0.84
37 C -0.68 0.40 -3.54
38 C 0.77 2.95 -0.01
39 C -2.58 -1.02 1.58
40 C 0.26 0.91 -4.47
41 H 0.85 2.62 -5.62
42 H -3.36 -0.32 -2.87
43 H -2.89 0.03 1.48
44 H 3.16 -1.64 2.45
45 H -3.38 -3.97 3.14
46 H 3.95 -1.74 -0.45
47 H -4.23 -1.60 2.84
48 H -3.04 -0.04 6.98
49 H -2.75 1.68 5.71
50 H 2.20 -0.41 4.19
51 H -3.70 1.29 -2.22
52 H 2.45 -2.66 -0.66
53 H -1.59 -0.12 8.01
54 H 1.62 1.75 -2.69
55 H 2.32 0.80 -5.04
56 H -1.32 1.88 4.65
57 H 2.69 -1.57 5.42
58 H 1.75 -0.67 -4.21
59 H -2.82 3.04 -3.42
60 H 0.49 3.12 -1.06
61 H -2.19 4.52 -5.53
62 H 1.54 3.69 0.26
63 H -1.05 5.14 -4.34
64 H 1.41 -1.59 2.87
65 H -0.46 4.59 -5.91
66 H -2.49 0.58 4.31
67 H -0.11 -4.12 -2.85
68 H -1.42 -4.71 1.70
69 H -0.29 -4.27 -0.40
70 H 1.27 -0.35 -5.89
71 H -1.99 -1.46 6.91
72 H -0.10 -2.08 -4.69
73 H 2.16 -0.63 7.68
74 H 2.21 2.18 2.90
75 H 3.02 -1.59 -1.96
76 H 1.21 0.91 3.57
77 H 2.86 0.48 -2.73
78 H 3.08 0.18 5.63
79 H 0.88 0.60 7.84
80 H 1.98 -2.59 1.53
81 H -0.11 3.12 0.63
82 H -2.56 0.21 -1.37
83 H 0.48 -1.14 7.79
84 H 0.44 2.24 2.72
85 H 3.18 2.03 -1.91

ORCA calculation (ωB97M-V with the def2-TZVPD basis set) on a structure of composition C33H46BBr2Cl4CsF7MgN5O11PS in a non-equilibrium geometry.

Charge   -3
Calculated total energy   -11058.56687 a.u.
Gap between HOMO and LUMO   0.09656 Ha

Atoms and positions in Å:
1 Cs 9.46 0.36 -4.92
2 Br 0.95 4.84 1.67
3 Br 5.04 5.08 -0.66
4 Cl 1.11 -4.95 -4.78
5 Cl -3.46 -5.32 -3.60
6 Cl -4.27 -3.13 -5.37
7 Cl -4.62 -2.90 -2.50
8 S 3.94 -2.91 -0.39
9 P -0.86 -1.75 -5.96
10 Mg 5.23 6.41 1.89
11 F 3.41 6.05 1.76
12 F -2.87 -0.34 7.12
13 F 2.33 6.44 -0.16
14 F -2.52 -0.76 5.04
15 F -0.91 0.00 6.26
16 F 3.63 3.30 1.04
17 F -3.75 3.55 0.53
18 O -0.94 -3.18 -6.51
19 O -2.86 1.93 4.56
20 O -1.83 -0.86 -6.75
21 O -1.25 -1.75 -4.48
22 O 7.98 0.30 -3.69
23 O -2.63 2.30 6.77
24 O -1.34 -7.93 1.62
25 O -0.26 2.68 -2.03
26 O -2.01 -9.14 -0.19
27 O 0.56 -1.21 -6.12
28 O 1.51 -3.67 -2.70
29 N 3.37 0.16 -1.31
30 N 2.70 1.24 -1.86
31 N 2.60 -2.13 -1.12
32 N 1.23 -0.47 -2.03
33 N 0.21 -3.17 -0.64
34 C -7.70 -0.06 2.36
35 C -4.62 -4.01 -3.88
36 C 3.15 2.62 -2.05
37 C -1.02 -2.68 -1.34
38 C -4.44 3.90 6.47
39 C -2.62 1.53 5.66
40 C -7.43 0.69 0.09
41 C 4.71 0.30 -0.78
42 C 2.46 3.67 -1.11
43 C -2.02 -6.78 -0.33
44 C -2.94 3.69 6.56
45 C 0.36 -2.55 0.70
46 C -2.36 1.93 -0.95
47 C 0.30 1.69 -2.90
48 C -8.81 0.77 2.50
49 C 5.84 -0.37 -1.69
50 C 7.43 0.16 0.37
51 C -1.77 -8.08 0.44
52 C 2.55 5.43 0.75
53 C -7.01 -0.09 1.15
54 C 1.44 0.87 -2.26
55 C -8.55 1.51 0.23
56 C -0.23 1.71 0.32
57 C -2.41 1.03 1.45
58 C -3.09 1.40 0.21
59 C -2.23 0.10 6.02
60 C 2.44 -0.86 -1.45
61 C 7.15 -0.73 -0.90
62 C 3.36 4.23 0.04
63 C -0.96 1.18 1.48
64 C -0.92 2.12 -0.92
65 C -9.23 1.55 1.44
66 C 8.81 -0.19 1.06
67 B 1.39 -3.03 -1.47
68 H 8.81 -1.21 1.52
69 H 1.51 3.32 -0.64
70 H 7.37 -0.42 -3.84
71 H 7.56 1.23 0.00
72 H -0.38 0.91 2.40
73 H -2.77 -6.18 0.20
74 H 9.11 0.55 1.84
75 H 7.16 -1.80 -0.55
76 H 0.63 2.10 -3.89
77 H -0.32 -3.12 1.40
78 H 5.45 -1.31 -2.16
79 H -2.54 4.23 7.41
80 H -4.19 1.28 0.17
81 H -9.34 0.80 3.44
82 H -2.92 0.65 2.36
83 H -6.89 0.67 -0.85
84 H -1.76 -3.51 -1.53
85 H 1.68 -4.63 -2.60
86 H 5.03 1.34 -0.54
87 H 4.27 2.71 -2.02
88 H -6.14 -0.73 1.04
89 H -1.51 -1.87 -0.74
90 H 2.88 2.90 -3.10
91 H -2.92 2.19 -1.87
92 H 6.13 0.37 -2.48
93 H -1.10 -6.20 -0.40
94 H 0.87 1.78 0.44
95 H -7.37 -0.67 3.18
96 H -0.52 0.95 -3.15
97 H 2.19 4.55 -1.76
98 H 8.07 -0.63 -1.57
99 H -2.38 -6.97 -1.34
100 H -4.86 3.39 5.60
101 H 4.27 -3.95 -1.24
102 H -8.88 2.12 -0.60
103 H 4.75 -0.26 0.20
104 H -10.10 2.19 1.55
105 H -5.61 -4.45 -3.96
106 H -2.43 4.07 5.67
107 H 0.02 -1.47 0.75
108 H -4.67 4.96 6.39
109 H -4.93 3.49 7.35
110 H 6.63 0.08 1.14
111 H 1.40 -2.70 1.08
112 H -0.81 -2.23 -2.35
113 H 9.64 -0.20 0.29

ORCA calculation (ωB97M-V with the def2-TZVPD basis set) on a structure of composition C33H46BrMgN3P2Se in a non-equilibrium geometry.

Charge   +2
Relative energy (zero: lowest compared OMol25 entry of this formula, charge and spin)   57.4 kcal/mol
Calculated total energy   -7306.92162 a.u.
Gap between HOMO and LUMO (spin up / spin down)   0.16533 / 0.25798 Ha

Atoms and positions in Å:
1 Br -4.86 0.67 3.34
2 Se -0.77 -1.43 2.34
3 P 1.23 -0.44 -0.16
4 P -1.78 -2.04 -2.01
5 Mg -2.67 0.51 2.51
6 N 4.18 4.44 -3.56
7 N 1.23 -1.05 4.48
8 N -0.68 0.03 4.74
9 C -2.78 0.51 0.14
10 C 2.12 -0.43 6.78
11 C -2.74 3.32 -0.20
12 C -0.58 3.06 -1.40
13 C 3.87 0.37 0.67
14 C 3.92 4.64 -2.27
15 C -1.72 2.53 -0.73
16 C -2.97 -1.00 -4.41
17 C -2.09 -0.13 5.12
18 C 3.23 4.00 -4.39
19 C 1.94 -2.15 -0.03
20 C 2.65 4.41 -1.72
21 C -0.60 -2.80 -3.23
22 C -4.34 -3.31 -2.39
23 C -3.04 -3.32 -1.61
24 C 1.70 0.20 7.96
25 C 1.92 3.76 -3.95
26 C 0.19 0.48 5.74
27 C 2.72 0.48 -2.51
28 C 0.42 3.43 -2.01
29 C -2.68 -0.72 -2.94
30 C -3.52 1.40 0.86
31 C 3.07 -2.55 -0.98
32 C -1.08 -4.04 -3.96
33 C 2.39 0.71 0.71
34 C -1.73 1.14 -0.52
35 C -0.24 1.14 6.88
36 C 0.54 0.98 8.02
37 C 1.36 0.06 -1.95
38 C -0.01 -0.88 3.92
39 C 1.35 -0.26 5.64
40 C 1.65 3.89 -2.57
41 C -3.61 2.76 0.77
42 H -1.92 -3.83 -4.64
43 H -2.58 -0.83 4.41
44 H 3.07 1.41 -2.06
45 H 3.49 3.84 -5.44
46 H 2.78 -2.47 -2.03
47 H 3.49 -0.31 -2.41
48 H -2.79 4.39 -0.47
49 H -2.18 -0.56 6.11
50 H 2.28 0.10 8.88
51 H -2.54 0.88 5.11
52 H 2.20 1.71 0.29
53 H 0.69 0.93 -2.07
54 H -4.21 -3.59 -3.44
55 H 0.30 -3.03 -2.63
56 H -3.25 -3.16 -0.54
57 H -2.06 -1.21 -4.98
58 H -2.92 -0.58 0.07
59 H 0.22 1.46 8.94
60 H 3.32 -3.61 -0.79
61 H 2.03 0.72 1.75
62 H -1.18 1.70 6.85
63 H -1.37 -4.84 -3.27
64 H 1.14 3.42 -4.64
65 H -4.86 -2.35 -2.35
66 H 2.25 -2.29 1.02
67 H -3.59 -0.51 -2.38
68 H 3.98 -1.97 -0.80
69 H 4.41 1.10 1.28
70 H 3.01 -1.06 6.73
71 H -5.01 -4.06 -1.95
72 H 4.29 0.44 -0.35
73 H 0.94 -0.76 -2.55
74 H -2.06 0.18 -2.84
75 H 4.09 -0.63 1.07
76 H -0.25 -4.41 -4.57
77 H 1.89 -1.74 4.13
78 H -4.25 3.36 1.39
79 H -0.32 -2.01 -3.95
80 H 4.72 5.00 -1.62
81 H -3.68 -1.81 -4.55
82 H -3.42 -0.09 -4.83
83 H -2.55 -4.30 -1.68
84 H 2.45 4.57 -0.66
85 H 2.59 0.68 -3.59
86 H -0.87 0.59 -0.91
87 H 1.07 -2.82 -0.17

ORCA calculation (ωB97M-V with the def2-TZVPD basis set) on a structure of composition C33H46BrN9O3P2RhS in a non-equilibrium geometry.

Multiplicity   5
Charge   +3
Relative energy (zero: lowest compared OMol25 entry of this formula, charge and spin)   52.3 kcal/mol
Calculated total energy   -5768.29151 a.u.
Gap between HOMO and LUMO (spin up / spin down)   0.28444 / 0.18695 Ha

Atoms and positions in Å:
1 Rh 0.10 0.81 0.28
2 Br 5.71 -3.95 1.10
3 S -0.87 -0.67 6.11
4 P -1.66 -1.17 -1.75
5 P 0.87 -0.26 -2.94
6 O -0.54 -1.04 -2.93
7 O 1.04 0.62 -1.76
8 O -1.04 -0.88 -0.43
9 N 1.75 1.49 4.84
10 N -1.31 1.37 1.57
11 N 0.79 -0.59 2.00
12 N -0.11 0.96 3.54
13 N -2.21 -2.72 -1.81
14 N 1.98 -1.50 -2.99
15 N 0.83 0.59 -4.37
16 N 1.20 2.45 0.72
17 N -2.82 -0.06 -2.17
18 C -3.06 0.38 -3.53
19 C 2.67 -1.17 0.70
20 C -1.93 -1.71 2.40
21 C -2.38 1.85 0.93
22 C 3.81 -1.91 0.50
23 C 0.14 -0.51 3.26
24 C -1.25 1.49 2.90
25 C 0.62 1.77 4.27
26 C -4.03 -0.13 -1.35
27 C 3.58 6.03 0.94
28 C 0.88 3.46 1.54
29 C -2.96 -1.91 4.98
30 C -1.19 -1.20 3.45
31 C -3.33 2.66 2.96
32 C -3.41 2.49 1.58
33 C 1.82 -1.42 1.81
34 C 3.14 3.70 0.08
35 C 2.80 4.77 0.91
36 C -3.67 -2.42 3.92
37 C 4.14 -2.95 1.38
38 C -1.52 -3.78 -1.10
39 C -3.00 -3.17 -2.94
40 C 1.65 4.60 1.67
41 C 2.16 -2.50 2.68
42 C -2.23 2.16 3.63
43 C 0.73 2.03 -4.42
44 C -3.16 -2.33 2.63
45 C 0.95 -0.08 -5.64
46 C 2.33 2.58 0.02
47 C 3.36 -1.09 -3.19
48 C -1.71 -1.30 4.77
49 C 3.29 -3.24 2.46
50 C 1.70 -2.86 -3.41
51 H 2.98 6.82 0.48
52 H 2.41 -0.35 0.05
53 H 2.18 2.21 5.41
54 H 0.65 2.42 -3.41
55 H 3.64 -1.09 -4.24
56 H -3.47 -2.33 -3.43
57 H -4.26 2.87 1.03
58 H 1.51 -2.76 3.51
59 H -2.25 -4.39 -0.56
60 H 1.03 -1.15 -5.50
61 H 1.33 5.38 2.35
62 H -2.39 -3.71 -3.67
63 H 0.08 0.12 -6.27
64 H -1.54 -1.64 1.40
65 H -3.28 1.45 -3.52
66 H 1.60 2.46 -4.91
67 H -3.71 -2.74 1.80
68 H -4.62 -2.90 4.09
69 H 2.60 1.78 -0.65
70 H 3.54 -4.05 3.13
71 H 0.81 -0.82 4.08
72 H -0.98 -4.43 -1.79
73 H -4.46 0.87 -1.27
74 H 4.48 -1.69 -0.31
75 H 1.83 0.28 -6.18
76 H 3.50 -0.09 -2.78
77 H -3.34 -1.97 5.99
78 H -2.19 0.20 -4.15
79 H 2.10 -3.07 -4.40
80 H 0.63 -3.04 -3.40
81 H 2.19 -3.54 -2.71
82 H -2.11 2.28 4.69
83 H 3.78 6.35 1.96
84 H 4.01 -1.79 -2.67
85 H 4.52 5.95 0.40
86 H -0.15 2.33 -4.99
87 H -2.38 1.71 -0.15
88 H -4.78 -0.80 -1.78
89 H -0.02 3.39 2.13
90 H -3.78 -3.86 -2.58
91 H -0.82 -3.34 -0.39
92 H 4.03 3.75 -0.53
93 H -3.77 -0.49 -0.36
94 H -3.92 -0.12 -3.98
95 H -4.11 3.18 3.49
96 H 2.24 0.60 4.80

ORCA calculation (ωB97M-V with the def2-TZVPD basis set) on a structure of composition C33H46ClF3IrOP4 in a non-equilibrium geometry.

Multiplicity   6
Charge   +2
Calculated total energy   -3589.09066 a.u.
Gap between HOMO and LUMO (spin up / spin down)   0.19170 / 0.19994 Ha

Atoms and positions in Å:
1 Ir 0.02 0.02 2.61
2 Cl 1.98 1.50 2.83
3 P -1.33 1.94 2.97
4 P 1.17 0.97 -1.90
5 P -3.13 -2.39 0.25
6 P 1.54 -1.80 2.70
7 F 0.72 0.24 5.52
8 F -0.47 -1.66 4.97
9 F -1.49 0.13 5.23
10 O -1.57 -0.05 -1.25
11 C 2.95 -1.73 1.55
12 C -1.38 3.19 1.63
13 C -0.82 2.92 4.42
14 C 4.91 1.30 -3.52
15 C 2.89 1.46 -2.21
16 C -0.12 3.85 -4.49
17 C 4.74 2.95 -1.79
18 C -1.27 4.32 -3.87
19 C 0.61 2.82 -3.92
20 C -0.90 -0.75 -0.17
21 C 3.45 2.52 -1.50
22 C 0.09 0.13 0.58
23 C -1.83 -1.36 0.82
24 C 1.62 -1.72 -2.29
25 C 0.78 -3.43 2.38
26 C -4.53 -1.50 -0.48
27 C 1.42 -2.96 -2.88
28 C 2.33 -2.00 4.33
29 C 0.97 0.87 -0.16
30 C 0.93 -0.61 -2.77
31 C 3.62 0.86 -3.23
32 C -2.53 -3.51 -1.05
33 C 0.18 2.25 -2.72
34 C -3.10 1.58 3.28
35 C 0.05 -0.74 -3.84
36 C 5.47 2.34 -2.80
37 C 0.54 -3.10 -3.95
38 C -0.13 -1.98 -4.43
39 C -3.79 -3.39 1.60
40 C -0.96 2.73 -2.09
41 C -1.54 -1.13 2.12
42 C -1.69 3.76 -2.67
43 C -0.29 -0.31 4.76
44 H -4.58 -4.04 1.23
45 H 2.31 -1.62 -1.47
46 H 1.60 -2.41 5.03
47 H -0.89 0.34 -1.79
48 H -3.15 0.88 4.11
49 H -1.48 3.77 4.56
50 H 5.17 3.76 -1.22
51 H -2.57 4.14 -2.17
52 H -0.04 -3.57 3.08
53 H -5.35 -2.18 -0.70
54 H 0.40 -4.06 -4.41
55 H 3.20 0.04 -3.80
56 H -1.83 5.13 -4.31
57 H 0.21 4.29 -5.42
58 H 2.90 3.01 -0.71
59 H -3.65 2.48 3.53
60 H -1.27 2.30 -1.15
61 H -0.38 3.35 1.26
62 H 2.63 -2.05 0.56
63 H -0.49 0.11 -4.20
64 H -4.22 -2.75 2.37
65 H 6.47 2.68 -3.02
66 H -2.13 -1.58 2.91
67 H -0.81 -2.08 -5.27
68 H 3.29 -0.70 1.48
69 H 1.74 1.41 0.38
70 H 0.20 3.26 4.28
71 H 1.52 2.48 -4.40
72 H -0.85 2.28 5.29
73 H -2.22 -2.93 -1.91
74 H 1.50 -4.24 2.50
75 H -3.00 -3.99 2.05
76 H 2.63 -1.03 4.70
77 H -4.20 -1.01 -1.39
78 H -3.32 -4.20 -1.35
79 H 3.77 -2.37 1.88
80 H -3.53 1.11 2.40
81 H -4.87 -0.74 0.22
82 H 1.96 -3.82 -2.51
83 H -2.01 2.83 0.82
84 H -1.68 -4.08 -0.68
85 H 3.19 -2.66 4.27
86 H -1.79 4.14 1.99
87 H 0.38 -3.45 1.37
88 H -0.33 -1.52 -0.70
89 H 5.47 0.82 -4.31